# 1
{"formula": "C27H40O27", "method": "wB97M-V/def2-TZVPD", "species": ["O", "O", "O", "O", "O", "O", "O", "O", "O", "O", "O", "O", "O", "O", "O", "O", "O", "O", "O", "O", "O", "O", "O", "O", "O", "O", "O", "C", "C", "C", "C", "C", "C", "C", "C", "C", "C", "C", "C", "C", "C", "C", "C", "C", "C", "C", "C", "C", "C", "C", "C", "C", "C", "C", "H", "H", "H", "H", "H", "H", "H", "H", "H", "H", "H", "H", "H", "H", "H", "H", "H", "H", "H", "H", "H", "H", "H", "H", "H", "H", "H", "H", "H", "H", "H", "H", "H", "H", "H", "H", "H", "H", "H", "H"], "xyz": [[2.73831, 6.69793, -1.81239], [0.76401, -1.44274, -2.32573], [0.00463, 1.51816, -4.47665], [3.77702, -2.00701, -1.14604], [-1.43055, -0.41917, 2.73562], [1.19602, -2.92580, -0.79885], [0.92906, -0.36045, 3.45020], [-5.23149, -1.46624, 2.61240], [-1.58116, -0.45279, 4.92636], [-4.76782, -2.40453, 0.54922], [4.20675, -0.19743, -2.28944], [0.98305, 3.68658, 0.01834], [-0.72658, -3.03494, -2.12730], [0.90159, 5.32414, -2.00199], [0.60148, 2.86903, 2.08606], [2.97121, -0.27968, 2.64139], [1.97801, -2.14392, 2.61123], [-1.67599, 1.54078, 3.74541], [2.89521, 4.41703, -1.95789], [-0.57972, 2.05146, 0.42150], [5.89110, -1.51456, -1.91185], [1.43369, 0.64702, -0.69809], [-3.28975, -0.95962, 1.44635], [-0.45799, 2.63588, -2.52883], [0.79085, -0.98133, 0.60425], [-0.75440, 0.00180, -0.79064], [-1.43875, 0.74091, -2.79932], [-2.24624, 1.33127, -1.86656], [3.95371, -1.12840, 2.19386], [2.10642, 3.35041, -1.87796], [-0.16616, -1.75789, 1.25894], [0.68171, 3.98065, -2.04156], [-0.86346, 1.24532, 1.56597], [-0.61556, 1.61174, -3.39634], [3.10631, -2.35136, 1.81408], [2.20092, 5.57967, -1.93885], [2.51219, -1.49871, -1.39522], [-4.50755, -1.64563, 1.63946], [0.47395, -2.53862, -1.67807], [4.72104, -1.28170, -1.78692], [-1.17704, -1.65673, 3.14366], [2.83217, -0.09767, -1.87917], [1.88822, -0.86098, 2.91535], [0.40037, 2.89079, 0.76207], [0.40818, -0.04316, -0.36050], [-1.34397, -2.20755, -3.05730], [-1.48497, -1.80671, 4.60719], [0.26487, 1.60261, 2.49373], [-5.87043, -3.24416, 0.63634], [-1.32333, 2.51291, -1.43603], [-0.42500, -1.02366, -3.09864], [-1.65115, 0.31296, 3.80804], [1.22680, 1.63944, -1.65451], [-2.42187, -1.19970, 0.28408], [2.45551, 2.72232, -2.69756], [2.25630, 2.78038, -0.96106], [3.70802, -3.21252, 2.10465], [4.52830, -1.49808, 3.04315], [0.70953, 2.49505, -1.22039], [-0.14105, -0.90315, -4.14409], [-0.10318, -1.83986, 3.18097], [-2.93864, -1.34727, -0.66421], [1.98363, -2.05530, -2.16912], [-2.32266, -1.91429, -2.67747], [-2.50067, 0.66472, -1.04250], [-1.59845, -2.79570, -3.93901], [-1.67898, 1.54101, 2.22597], [-2.39242, -2.33850, 4.89325], [-3.22071, 1.69308, -2.19457], [-6.74322, -2.67190, 0.95075], [-1.05403, -1.33422, 1.72828], [0.44123, -2.04334, 2.11784], [1.09852, 0.93685, 2.27033], [2.21965, 0.36981, -2.65013], [-0.04838, 3.59097, -1.33218], [4.56533, -0.79446, 1.35570], [-1.82983, 3.47616, -1.37515], [-0.83520, 0.16795, 1.40295], [-0.81854, -2.41227, 5.22141], [2.06551, -1.61659, -0.40796], [0.03666, 1.53409, 3.55737], [2.72547, 0.52864, -0.99346], [-0.75213, -0.06141, -2.70473], [-5.77447, -4.23081, 1.08956], [2.12022, 2.22568, -1.86948], [-1.96023, -0.21336, 0.33022], [-1.69495, -2.33757, 2.46814], [2.77005, -2.38146, 0.77768], [-6.30372, -3.29219, -0.36269], [0.80413, 1.38512, -2.62650], [-0.52215, -2.52075, 0.56654], [-1.64057, -1.93283, 0.48456], [-0.77427, 2.45516, -0.49619], [0.35256, 3.92516, -3.07920]], "mulliken_charge": [-0.649, -0.179, -0.641, -0.526, 0.035, -0.303, -0.447, -0.603, -0.444, -0.329, -0.603, -0.208, -0.461, -0.466, -0.472, -0.416, -0.407, -0.575, -0.544, 0.485, -0.655, -1.024, -0.252, 0.045, 1.092, 0.938, -0.102, 0.661, -0.783, -0.096, -0.281, 0.835, -1.814, 0.549, 0.769, 0.336, 1.676, 0.431, 0.620, 0.391, -0.718, 1.021, 0.286, -0.261, -1.024, -0.748, -0.710, -0.293, -0.913, 0.380, 0.079, 0.716, -0.588, 0.853, 0.464, 0.505, 0.698, 0.409, -3.815, 0.705, 0.266, 0.514, 0.443, 0.205, -0.188, 0.220, 1.300, 0.246, 0.362, 0.350, -1.299, 1.169, -0.110, -0.412, 0.956, 0.447, 0.686, -1.409, 0.369, -2.244, 0.809, 0.533, -0.295, 0.306, -0.051, 0.115, 0.702, 0.081, 0.347, 0.314, 0.263, 0.209, 1.615, 0.553], "homo_energy_ev": -9.13, "energy_ha": -3082.5080, "homo_lumo_gap_ev": 9.07}

---

# 2
{"formula": "C5H8O3", "method": "wB97M-V/def2-TZVPD", "species": ["O", "O", "O", "C", "C", "C", "C", "C", "H", "H", "H", "H", "H", "H", "H", "H"], "xyz": [[1.50594, 1.28667, -0.32510], [-1.49631, 1.42110, -0.16522], [0.61934, -1.31444, -0.76451], [-0.67435, 0.35134, 0.15372], [1.30490, -0.79539, 0.42515], [-1.37476, -0.79188, 0.66272], [0.65704, 0.45729, 0.57935], [-0.77921, -0.96504, -0.58972], [2.36801, -0.71752, 0.01518], [0.79192, 0.58642, 1.68369], [1.65049, 2.41786, 0.05369], [1.20242, -1.55116, 1.29518], [-1.32545, -1.23451, -1.55548], [-1.21474, 1.57837, -1.00337], [-0.93453, -1.36944, 1.58539], [-2.37167, -0.39461, 0.57704]], "mulliken_charge": [-0.632, -0.573, -0.422, 0.184, -0.797, -0.427, 0.648, -0.344, 0.310, 0.250, 0.357, 0.266, 0.327, 0.373, 0.105, 0.375], "homo_energy_ev": -8.84, "smiles": "O[C@@H]1CO[C@H]2C[C@@]12O", "energy_ha": -420.8632, "homo_lumo_gap_ev": 9.34}

---

# 3
{"formula": "C60H57F12N5O2P", "method": "wB97M-V/def2-TZVPD", "species": ["P", "F", "F", "F", "F", "F", "F", "F", "F", "F", "F", "F", "F", "O", "O", "N", "N", "N", "N", "N", "C", "C", "C", "C", "C", "C", "C", "C", "C", "C", "C", "C", "C", "C", "C", "C", "C", "C", "C", "C", "C", "C", "C", "C", "C", "C", "C", "C", "C", "C", "C", "C", "C", "C", "C", "C", "C", "C", "C", "C", "C", "C", "C", "C", "C", "C", "C", "C", "C", "C", "C", "C", "C", "C", "C", "C", "C", "C", "C", "C", "H", "H", "H", "H", "H", "H", "H", "H", "H", "H", "H", "H", "H", "H", "H", "H", "H", "H", "H", "H", "H", "H", "H", "H", "H", "H", "H", "H", "H", "H", "H", "H", "H", "H", "H", "H", "H", "H", "H", "H", "H", "H", "H", "H", "H", "H", "H", "H", "H", "H", "H", "H", "H", "H", "H", "H", "H"], "xyz": [[-0.50226, 2.63566, 2.20947], [-0.23694, 5.96567, 4.68112], [0.29097, -11.24872, 5.50523], [4.00034, -8.65127, 2.95352], [3.31621, -2.74040, 2.13216], [-0.35129, -0.40624, -10.70537], [-6.67155, -0.15686, 0.81188], [-0.57196, 5.08584, -7.95726], [1.69188, 2.35733, -1.94124], [0.48002, 1.31125, -0.48179], [1.92210, 2.81059, 0.16328], [-4.64476, 5.25748, 2.53968], [6.26243, -2.56959, -3.52056], [-1.28777, 5.86489, -3.03789], [-1.63533, 2.55849, 3.37029], [-1.49385, 5.10134, -0.80752], [0.80005, 3.33928, 3.06326], [0.07819, 3.52267, -0.93293], [-1.15506, 3.86979, 1.12288], [-0.00320, 4.18982, -2.12997], [-3.38962, 1.19945, 0.20988], [4.75429, -0.78545, -3.30543], [-0.67648, -10.63186, 6.22102], [4.15344, -3.63411, 2.71895], [-1.07167, 6.74354, -5.52891], [1.39766, -0.82104, -9.19100], [1.04213, 2.46472, -0.77507], [-4.12397, -0.00715, -1.73521], [0.02752, 5.52046, 5.94185], [-3.92163, 5.77488, 6.04461], [-2.54074, 1.67227, -9.10046], [-2.08613, 4.01505, -9.40925], [0.69868, -10.50325, 1.37473], [2.90924, -9.26342, 2.43289], [-1.67081, 1.64180, -8.02007], [-1.21637, -9.45866, 5.73591], [-3.16084, 0.75065, -1.08377], [2.71286, -0.60571, -8.80576], [0.49235, 4.23303, 6.10337], [1.46950, -9.66571, 0.58056], [-0.96235, 5.10901, -2.01831], [3.75095, -0.15933, -2.58103], [4.86555, -2.52334, -1.63294], [-6.12412, 5.61537, 4.34601], [-0.59402, 7.18417, -3.06224], [5.91566, -4.09948, 4.24810], [4.06667, -4.96358, 2.36210], [-0.28360, 7.56936, -4.51712], [3.31026, -0.70818, -1.38419], [5.06426, -3.18220, 3.64971], [-1.09212, -11.19423, 7.40967], [-3.74142, 5.54720, 4.68902], [1.71997, 0.64121, -11.08222], [-6.30188, 5.83427, 5.70485], [5.29335, -1.95955, -2.81881], [-5.31270, -0.32022, -1.09469], [-4.84114, 5.47466, 3.86351], [5.84948, -5.44181, 3.90195], [0.07800, 5.90024, 8.28899], [0.75717, 3.77620, 7.38719], [2.16073, -10.09396, 3.23986], [3.03076, 0.85837, -10.68480], [0.92353, -0.19518, -10.32659], [-5.20455, 5.91679, 6.55318], [-2.74562, 2.85680, -9.79374], [1.04251, -10.71511, 2.70424], [-1.22220, 3.96073, -8.33631], [-2.64345, -9.37438, 7.67060], [-0.85521, 4.14223, -0.14319], [-5.52060, 0.14072, 0.19088], [-2.08197, -10.55377, 8.13988], [-2.21185, -8.83000, 6.46907], [-0.18401, 6.36744, 7.00894], [-4.57792, 0.89896, 0.85593], [2.58431, -9.03418, 1.11187], [3.52937, 0.23445, -9.54947], [3.86835, -1.88734, -0.90954], [4.92761, -5.87484, 2.95760], [0.54956, 4.60766, 8.47911], [-1.00036, 2.79352, -7.63479], [-0.72971, 5.72240, -5.57341], [2.45100, -10.25084, 4.26986], [1.12487, 4.20457, 2.64160], [0.31654, 7.07294, -2.48774], [0.76808, 7.40266, -4.70967], [3.66462, 1.51509, -11.26456], [3.10044, -1.09761, -7.92374], [-3.05701, 0.77202, -9.40300], [4.87891, -6.91589, 2.68509], [-3.95038, -0.35625, -2.74378], [1.20469, -9.50391, -0.45546], [-1.91596, 4.43879, 1.47545], [-0.91564, 7.18595, -6.50387], [3.52753, -2.31016, 0.02376], [-2.65096, -7.91307, 6.10069], [-0.54678, 7.37271, 6.83812], [-0.08715, 6.54712, 9.13928], [-5.34964, 6.09078, 7.61025], [5.10432, -2.13000, 3.89874], [-0.30947, 2.78975, -6.80133], [1.31488, 1.11176, -11.96804], [4.55406, 0.40214, -9.24650], [0.75419, 4.25009, 9.47885], [0.63371, 3.60605, 5.23519], [-0.17165, -10.99243, 0.95865], [-1.25579, 7.89496, -2.59254], [3.33399, -5.27776, 1.62930], [0.74288, -1.46743, -8.62145], [1.12674, 2.77052, 7.53326], [-2.41470, -10.97734, 9.07736], [0.54280, 4.03499, -2.96316], [6.63150, -3.76370, 4.98585], [-6.96520, 5.55618, 3.66856], [-0.85949, -9.04875, 4.79992], [1.56620, 2.68522, 2.94478], [-3.06332, 5.83987, 6.70008], [-7.30156, 5.94060, 6.10210], [5.11923, -0.37321, -4.23658], [-0.55580, 8.60887, -4.61372], [3.31671, 0.75736, -2.95398], [5.31006, -3.44655, -1.28589], [-0.64638, -12.11807, 7.75322], [-1.51153, 0.71937, -7.47840], [-2.74691, 5.43063, 4.27228], [2.53080, -0.21989, -0.81676], [-2.23013, 0.98849, -1.58559], [-2.63951, 1.78783, 0.71914], [-1.71678, 3.44058, 3.76299], [-2.13437, 6.77760, -5.33334], [3.19668, -8.37296, 0.51228], [-3.41764, -8.87934, 8.24082], [-4.77668, 1.24491, 1.86157], [-6.07349, -0.91568, -1.58059], [-2.23692, 4.94980, -9.93246], [0.44358, -11.36331, 3.31730], [6.51681, -6.15368, 4.36828], [-3.41988, 2.88007, -10.63842]], "mulliken_charge": [0.002, -0.361, -0.284, -0.329, -0.338, -0.349, -0.309, -0.343, -0.333, -0.088, -0.230, -0.298, -0.315, -0.335, -0.434, -0.640, -0.473, 0.479, 0.112, -0.215, 0.326, -0.566, 0.442, 0.440, -1.037, -0.353, 0.796, -0.484, 0.336, -0.220, -0.605, -0.492, -0.741, 0.563, -0.382, -0.225, -0.536, -0.398, -0.027, -0.324, 0.459, -0.159, -0.547, -0.572, -0.282, -0.321, -0.361, -0.561, -0.588, -0.561, -0.544, 0.100, -0.464, -0.341, 0.273, -0.527, 0.189, -0.690, -0.374, -0.571, -0.559, -0.336, 0.342, -0.686, -0.360, -0.362, 0.535, -0.575, 0.343, 0.295, -0.349, -0.402, -0.468, -0.655, -0.391, -0.507, -0.344, -0.202, -0.543, -0.432, 0.220, 0.440, 0.269, 0.343, 0.261, 0.377, 0.424, 0.422, 0.409, 0.392, 0.369, 0.131, 0.420, 0.450, 0.347, 0.469, 0.396, 0.399, 0.409, 0.441, 0.432, 0.387, 0.399, 0.439, 0.386, 0.320, 0.463, 0.451, 0.395, 0.359, 0.300, 0.369, 0.429, 0.454, 0.309, 0.333, 0.378, 0.458, 0.375, 0.303, 0.483, 0.414, 0.386, 0.281, 0.514, 0.355, 0.193, 0.162, 0.317, 0.435, 0.364, 0.494, 0.430, 0.439, 0.490, 0.397, 0.382], "total_charge": 1, "homo_energy_ev": -10.39, "energy_ha": -4284.3322, "homo_lumo_gap_ev": 7.47}

---

# 4
{"formula": "C2H4FNO2", "method": "wB97M-V/def2-TZVPD", "species": ["F", "O", "O", "N", "C", "C", "H", "H", "H", "H"], "xyz": [[2.50748, 1.18929, -0.24599], [4.55683, -1.37636, 0.10653], [2.22254, -1.13187, 0.20570], [-0.43733, 1.19694, 0.97342], [2.61249, -0.03467, -0.70619], [3.48370, -0.98166, -0.06863], [2.30534, -0.04601, -1.69049], [-0.68515, 1.85666, 0.19915], [0.19214, 0.37133, 0.77704], [-0.11441, 1.76490, 1.67698]], "mulliken_charge": [-0.202, -0.438, -0.327, -0.663, -0.007, 0.573, 0.381, 0.237, 0.221, 0.225], "homo_energy_ev": -9.80, "smiles": "O=C1O[C@H]1F.N", "energy_ha": -383.6366, "homo_lumo_gap_ev": 10.47}